Run w
{"formula": "C5H15NO2", "method": "wB97M-V/def2-TZVPD", "symbols": ["O", "O", "N", "C", "C", "C", "C", "C", "H", "H", "H", "H", "H", "H", "H", "H", "H", "H", "H", "H", "H", "H", "H"], "xyz": [[1.23585, 0.57717, 2.36415], [-1.74059, -2.82292, 0.59528], [-1.34181, 0.14777, -0.19045], [0.83521, -0.76127, -0.47871], [-2.13407, 1.23573, 0.36602], [2.24320, -0.68295, -1.00449], [-0.00327, 0.27571, -0.63040], [0.36125, 1.67115, -1.02798], [0.45200, 0.27150, 1.88899], [-1.86055, 1.56615, 1.37172], [2.32391, -0.72244, -2.08420], [1.08533, 1.74738, -1.82844], [2.86956, -1.46963, -0.58020], [-1.57168, -3.39156, -0.12947], [0.49268, -1.61754, 0.08262], [-2.22728, 2.07890, -0.31151], [-1.18017, -3.09748, 1.31497], [-0.50727, 2.18306, -1.44465], [1.94528, 0.23078, 1.85194], [0.65531, 2.20810, -0.12566], [-1.54604, -0.72143, 0.27396], [2.74920, 0.26148, -0.76697], [-3.13606, 0.83233, 0.49346]], "e_lumo_ha": 0.0230, "smiles": "C/C=C(\\C)NC.O.O"}

=====

Run x
{"formula": "C5H15NO2", "method": "wB97M-V/def2-TZVPD", "symbols": ["O", "O", "N", "C", "C", "C", "C", "C", "H", "H", "H", "H", "H", "H", "H", "H", "H", "H", "H", "H", "H", "H", "H"], "xyz": [[-0.20891, 0.04217, -3.06704], [3.34367, -1.34758, -1.25839], [-1.41832, 2.20181, -0.97849], [-0.14726, 1.47004, 0.87812], [-0.56439, -0.84461, 1.80663], [-0.08562, -1.88436, 0.81335], [-1.01169, 1.19503, -0.14615], [0.40114, 0.39028, 1.80641], [-0.51235, 0.59002, -3.83455], [0.23780, 2.51254, 0.95061], [-1.60856, -0.58445, 1.60203], [-1.13125, 3.09739, -0.46856], [1.41921, 0.27941, 1.39596], [-0.24149, 0.57275, -2.25315], [-0.56720, -1.32510, 2.73465], [2.51743, -1.70836, -0.98501], [0.88604, -2.07072, 0.64240], [-1.50033, 0.23005, -0.37009], [-2.45812, 2.14478, -1.05467], [-0.55852, -1.76288, -0.11611], [-0.55487, -2.92100, 1.30719], [0.43334, 0.91320, 2.80657], [3.33026, -1.19042, -2.21169]], "e_lumo_ha": 0.0304, "smiles": "CCC/C=C/N.O.O"}

=====

Run y
{"formula": "C5H15NO2", "method": "wB97M-V/def2-TZVPD", "symbols": ["O", "O", "N", "C", "C", "C", "C", "C", "H", "H", "H", "H", "H", "H", "H", "H", "H", "H", "H", "H", "H", "H", "H"], "xyz": [[3.19187, -0.36356, -2.07611], [-3.12294, 0.74676, -0.20163], [1.11666, -0.55246, 0.59483], [-1.91244, 1.46209, 0.11227], [-0.30640, -0.54634, 0.30739], [-0.67658, -1.76149, -0.53054], [-0.68981, 0.74062, -0.43552], [1.49006, 0.28174, 1.72393], [-3.39020, 0.95142, -1.10140], [-0.90440, 0.57713, -1.49360], [-0.25085, -1.71223, -1.53388], [1.52048, -0.23553, 2.68178], [-1.95959, 2.47198, -0.28854], [1.47550, -1.48760, 0.73816], [2.90444, -0.91626, -1.33705], [-0.31258, -2.67548, -0.04391], [-1.93740, 1.45699, 1.19435], [2.43764, 0.78368, 1.51130], [3.06997, 0.54366, -1.79223], [-1.76628, -1.86742, -0.53222], [-0.93756, -0.54239, 1.20509], [0.11018, 1.47688, -0.47639], [0.85022, 1.16782, 1.77390]], "e_lumo_ha": 0.0314, "smiles": "CN[C@H](C)CCO.O"}

=====

Most stable pick: run y. Distance to second place: 0.0056 hartree.

=====

Run w
{"formula": "C5H15NO2", "method": "wB97M-V/def2-TZVPD", "symbols": ["O", "O", "N", "C", "C", "C", "C", "C", "H", "H", "H", "H", "H", "H", "H", "H", "H", "H", "H", "H", "H", "H", "H"], "xyz": [[0.52220, -2.68328, 0.45036], [-0.67151, 0.85870, 3.22801], [-1.62583, -0.43452, 0.11753], [1.40437, 0.59492, -1.67734], [-0.00900, 0.09078, -1.66362], [2.29258, -0.17781, -0.74566], [-0.91354, 0.59533, -0.60520], [-1.06645, 1.88110, -0.13185], [1.73172, 0.54092, -2.74518], [-1.78001, 2.35077, 0.56951], [0.97704, -1.81209, 0.74768], [-0.33416, 0.05100, -2.67875], [-2.32368, -0.08704, 0.78210], [2.15943, -0.05945, 0.28456], [-0.46581, 2.74317, -0.39751], [-2.10094, -1.21089, -0.39672], [0.03581, -1.03684, -1.39102], [2.05885, -1.19776, -0.72720], [3.36856, -0.38361, -0.86436], [-0.96582, 0.98667, 2.27595], [-1.10213, 0.05083, 3.70893], [1.39918, 1.59785, -1.36834], [-0.33056, -2.80103, 0.89276]], "e_lumo_ha": 0.0217, "smiles": "C=C(N)CCC.O.O"}

=====

Run x
{"formula": "C5H15NO2", "method": "wB97M-V/def2-TZVPD", "symbols": ["O", "O", "N", "C", "C", "C", "C", "C", "H", "H", "H", "H", "H", "H", "H", "H", "H", "H", "H", "H", "H", "H", "H"], "xyz": [[-1.15515, -0.05668, 2.78530], [3.23830, -0.43224, -0.03586], [0.08065, -0.48224, 0.71199], [-0.15198, -0.15185, -2.97582], [-1.51584, 1.27780, -0.19839], [-0.32313, 0.34590, -0.44796], [-0.68454, -0.61686, -1.59602], [0.09539, 0.08115, 2.01190], [-1.92580, -0.14383, 2.21978], [-0.86956, 0.43806, -3.51407], [-0.13075, -1.53221, -1.41673], [-2.09581, 1.48149, -1.09189], [-1.73180, -0.79266, -1.67193], [0.26980, 1.15135, 1.98398], [-2.17109, 0.97907, 0.61563], [0.00160, -1.03937, -3.60175], [0.55109, 0.91890, -0.73811], [0.81159, 0.33887, -2.91667], [-0.28641, -1.41517, 0.60902], [3.04209, 0.35744, -0.57628], [-1.21170, 2.25977, 0.14124], [0.74544, -0.51270, 2.61553], [2.60962, -1.05187, -0.43942]], "e_lumo_ha": 0.0279, "smiles": "CC[C@@H](C)NCO.O"}

=====

Run y
{"formula": "C5H15NO2", "method": "wB97M-V/def2-TZVPD", "symbols": ["O", "O", "N", "C", "C", "C", "C", "C", "H", "H", "H", "H", "H", "H", "H", "H", "H", "H", "H", "H", "H", "H", "H"], "xyz": [[1.30243, 3.36818, 1.38473], [-2.17105, -0.93361, -1.62100], [0.18171, 0.96382, -0.25604], [-1.71196, -0.65135, -0.28543], [0.30227, -2.82459, 0.91463], [1.40299, 1.16192, -1.09169], [-0.15600, -0.58353, -0.27041], [0.45720, -1.20371, 1.05783], [0.39263, -3.08139, -0.18785], [0.30475, 1.31670, 0.59545], [1.66950, 0.23514, -1.61060], [1.18606, 1.98148, -1.81446], [0.32747, -0.98059, -1.16118], [-1.97705, -1.48024, 0.33600], [1.57668, -0.88301, 1.09330], [0.65507, 3.88899, 0.88308], [-0.51220, -3.18425, 1.58061], [2.14166, 3.66827, 1.20440], [-3.06217, -0.73380, -1.90921], [2.37366, 1.31930, -0.62089], [-0.17531, -0.84710, 1.82328], [-2.16392, 0.33982, 0.02768], [1.17320, -3.17501, 1.49318]], "e_lumo_ha": 0.0330, "smiles": "CC[C@@H](CO)NC.O"}

=====

Run z
{"formula": "C5H15NO2", "method": "wB97M-V/def2-TZVPD", "symbols": ["O", "O", "N", "C", "C", "C", "C", "C", "H", "H", "H", "H", "H", "H", "H", "H", "H", "H", "H", "H", "H", "H", "H"], "xyz": [[-1.35361, -1.34954, -1.84814], [-2.55179, 0.92955, -0.01953], [0.94282, -0.92478, 1.94507], [0.76256, 1.00704, -1.31006], [-0.22996, -1.39705, 2.72943], [0.70756, -0.54809, 0.61577], [2.06156, 1.58916, -1.91804], [0.89398, 0.68587, 0.14727], [0.32548, -1.37912, 0.03314], [-0.05146, 1.70817, -1.51242], [-1.93966, -2.03764, -2.17044], [-3.28302, 1.27219, 0.49879], [0.54429, 0.09644, -1.86583], [0.16772, -1.95990, 3.57335], [1.52400, -0.30012, 2.47888], [2.87840, 1.41201, -1.22530], [2.01242, 2.67246, -2.03715], [-0.94222, -1.78576, 2.02053], [-0.66865, -0.51309, 3.22244], [-1.74745, 0.86242, 0.50733], [2.29264, 1.12402, -2.88123], [-1.82203, -0.51267, -1.76252], [0.98629, 1.51039, 0.84415]], "e_lumo_ha": 0.0249, "smiles": "CC/C=C/NC.O.O"}

=====

Most stable pick: run x. Distance to second place: 0.0067 hartree.

=====

Run w
{"formula": "C6H16O2", "method": "wB97M-V/def2-TZVPD", "symbols": ["O", "O", "C", "C", "C", "C", "C", "C", "H", "H", "H", "H", "H", "H", "H", "H", "H", "H", "H", "H", "H", "H", "H", "H"], "xyz": [[-2.87072, -0.09190, 0.71901], [-1.66809, 1.36968, -0.93681], [1.27256, -2.48300, 0.31476], [1.94290, 0.12601, 1.44428], [0.71396, 0.06879, 0.52052], [0.57645, 1.29255, -0.36037], [-0.40751, 1.18398, -1.56613], [0.77789, -1.19967, -0.35321], [-0.32965, 0.28831, -2.16472], [-0.07055, -0.12956, 1.25628], [1.58347, 1.60702, -0.66058], [0.63700, -2.78097, 1.14606], [-2.42792, 0.90628, -1.29049], [1.80333, -0.57348, 2.26378], [-0.25912, -1.43078, -0.63511], [2.81825, -0.13094, 0.84766], [1.24840, -1.00847, -1.31907], [1.21754, -3.28646, -0.42018], [2.02965, 1.08018, 1.96838], [-2.00107, 0.30740, 0.84835], [0.17950, 2.20029, 0.10263], [-2.75326, -1.04315, 0.80530], [2.31960, -2.35612, 0.58661], [-0.13893, 2.11654, -2.06774]], "e_lumo_ha": 0.0292, "smiles": "CC[C@@H](C)CCO.O"}

=====

Run x
{"formula": "C6H16O2", "method": "wB97M-V/def2-TZVPD", "symbols": ["O", "O", "C", "C", "C", "C", "C", "C", "H", "H", "H", "H", "H", "H", "H", "H", "H", "H", "H", "H", "H", "H", "H", "H"], "xyz": [[0.13066, 3.22180, 0.07390], [-1.35329, -1.53284, 2.56869], [-0.16825, -0.33435, -1.61354], [1.24245, -0.94435, -1.47732], [-0.94962, 0.15296, 0.83080], [2.38729, 0.05458, -1.74431], [-1.09314, -0.70608, -0.44376], [-0.36480, -0.66595, 1.98262], [0.01340, -0.10714, 2.83092], [-1.94145, 0.44717, 1.18433], [0.45279, -1.26768, 1.58569], [1.34117, -1.82957, -2.10075], [-2.13670, -0.67148, -0.79428], [-0.07880, 0.75321, -1.57479], [-1.01915, -1.78058, -0.21203], [1.36441, -1.25446, -0.44332], [-0.49277, 3.91018, -0.19866], [-2.02531, -1.70911, 1.89919], [3.07511, -0.19312, -2.56184], [1.96795, 1.02875, -2.02012], [3.02540, 0.21577, -0.86846], [-0.29458, 0.98755, 0.58247], [-0.63436, -0.65089, -2.53964], [0.62413, 3.08526, -0.75629]], "e_lumo_ha": 0.0241, "smiles": "CCCCCCO.O"}

=====

Most stable pick: run x. Distance to second place: 0.0032 hartree.

=====

Run w
{"formula": "C5H11NO2", "method": "wB97M-V/def2-TZVPD", "symbols": ["O", "O", "N", "C", "C", "C", "C", "C", "H", "H", "H", "H", "H", "H", "H", "H", "H", "H", "H"], "xyz": [[-1.65576, -0.88807, 0.11639], [0.04345, -2.05339, -0.76229], [0.32321, 0.47204, 1.57628], [-0.86090, 1.23492, 1.88147], [0.61499, -0.02291, 0.27741], [0.66228, 1.11033, -0.80866], [-0.49117, -1.02505, -0.10590], [1.24379, 0.59209, -2.11933], [1.15463, 0.83657, 2.03602], [1.33726, 1.88224, -0.43781], [0.86451, -0.38861, -2.37126], [-1.76624, 0.69506, 1.60902], [-0.32936, 1.54837, -0.85244], [2.31409, 0.52614, -2.06150], [1.57480, -0.52616, 0.29742], [-0.63110, -2.73200, -0.94454], [1.03520, 1.28629, -2.93921], [-0.88706, 1.42159, 2.94969], [-0.79416, 2.17943, 1.31704]], "charge": 1, "multiplicity": 2, "e_lumo_ha": [-0.1169, -0.2920]}

=====

Run x
{"formula": "C5H11NO2", "method": "wB97M-V/def2-TZVPD", "symbols": ["O", "O", "N", "C", "C", "C", "C", "C", "H", "H", "H", "H", "H", "H", "H", "H", "H", "H", "H"], "xyz": [[-0.20915, -0.52988, 2.58842], [-1.52503, -0.07219, 0.79596], [0.28411, -0.56477, -2.19520], [0.82163, -0.54324, 0.40374], [-0.27084, 0.02368, 1.16252], [-0.84177, 0.44344, -2.40776], [1.21517, -0.22378, -1.08442], [0.43038, 1.34346, 1.03227], [-1.20889, -0.42293, 2.83741], [0.77479, -0.81734, -3.02764], [-0.39890, 1.31251, -2.96472], [1.59568, 0.82559, -1.05253], [-0.10850, 2.31305, 1.04546], [-1.01638, 0.81755, -1.40244], [1.50510, 1.36354, 1.14357], [2.15633, -0.72650, -1.37310], [-1.84279, 0.00145, -2.78078], [1.75559, -0.61301, 0.95490], [0.54523, -1.54520, 0.27313]], "charge": 1, "multiplicity": 2, "e_lumo_ha": [-0.2444, -0.3141]}

=====

Most stable pick: run w. Distance to second place: 0.2779 hartree.